1.
DFT (ωB97M-V/def2-TZVPD) results for a structure of composition C45H38Cl5N8O3Y at a distorted geometry.

Computed properties:
HOMO = -7.76 eV
LUMO = -0.5 eV
total charge = 0
energy above the lowest of the compared OMol25 structures with the same formula, charge and spin = 0.000 eV
2S+1 = 1

Positions of all 100 atoms, in Å:
1 Y 0.54 -0.08 -0.74
2 N 0.29 1.88 5.28
3 C 1.30 1.26 4.62
4 N 1.15 0.28 3.80
5 C -0.15 -0.12 3.50
6 N -0.41 -0.84 2.48
7 N 0.56 -1.21 1.60
8 C 1.35 -2.15 1.93
9 C 2.32 -2.71 0.99
10 C 3.03 -3.84 1.36
11 C 3.91 -4.41 0.46
12 C 4.07 -3.80 -0.78
13 C 3.33 -2.66 -1.06
14 N 2.47 -2.12 -0.21
15 C -1.25 0.33 4.35
16 C -2.52 -0.26 4.32
17 C -3.51 0.19 5.17
18 C -3.24 1.23 6.06
19 C -2.00 1.82 6.10
20 C -0.99 1.36 5.25
21 H 0.49 2.69 5.85
22 H 2.30 1.64 4.80
23 H 1.30 -2.60 2.92
24 H 2.87 -4.27 2.34
25 H 4.46 -5.31 0.71
26 H 4.75 -4.20 -1.52
27 H 3.45 -2.17 -2.01
28 H -2.69 -1.06 3.61
29 H -4.49 -0.27 5.15
30 H -4.02 1.57 6.73
31 H -1.79 2.63 6.79
32 C -2.63 -1.45 -0.10
33 C -2.05 -2.79 0.26
34 C -2.68 -3.58 1.21
35 C -2.19 -4.83 1.54
36 C -1.07 -5.30 0.87
37 C -0.41 -4.54 -0.09
38 C 0.78 -5.16 -0.77
39 C -0.89 -3.25 -0.39
40 N -0.21 -2.36 -1.26
41 C 0.05 -2.82 -2.51
42 O -0.47 -3.77 -3.09
43 C 1.05 -1.98 -3.26
44 C 1.78 -2.47 -4.34
45 C 2.64 -1.60 -5.00
46 C 2.67 -0.26 -4.64
47 C 1.88 0.16 -3.58
48 N 1.15 -0.72 -2.88
49 C 1.53 1.61 -3.33
50 O 2.02 2.49 -4.02
51 N 0.53 1.72 -2.43
52 C -0.37 2.79 -2.62
53 C -1.58 2.52 -3.29
54 C -1.88 1.14 -3.82
55 C -2.50 3.54 -3.48
56 C -2.25 4.82 -3.01
57 C -1.06 5.08 -2.37
58 C -0.10 4.09 -2.17
59 C 1.19 4.43 -1.48
60 H -3.65 -1.37 0.27
61 H -2.64 -1.31 -1.18
62 H -2.05 -0.65 0.36
63 H -3.58 -3.20 1.69
64 H -2.69 -5.44 2.28
65 H -0.69 -6.29 1.09
66 H 1.21 -5.94 -0.15
67 H 1.55 -4.42 -0.99
68 H 0.47 -5.58 -1.73
69 H 1.64 -3.50 -4.65
70 H 3.24 -1.96 -5.82
71 H 3.27 0.47 -5.17
72 H -1.57 0.37 -3.11
73 H -1.34 0.94 -4.75
74 H -2.94 1.02 -4.01
75 H -3.42 3.33 -4.02
76 H -2.99 5.60 -3.15
77 H -0.84 6.09 -2.02
78 H 1.01 4.80 -0.47
79 H 1.71 5.21 -2.04
80 H 1.84 3.56 -1.42
81 Cl 3.72 0.47 -1.13
82 C 3.17 1.64 0.02
83 C 1.83 1.54 0.40
84 C 1.43 2.56 1.27
85 Cl -0.21 2.62 1.80
86 C 2.29 3.55 1.76
87 Cl 1.71 4.75 2.86
88 C 3.62 3.56 1.36
89 Cl 4.70 4.75 1.98
90 C 4.07 2.60 0.47
91 Cl 5.70 2.60 -0.06
92 C -4.36 1.92 -0.45
93 C -3.09 1.92 0.38
94 O -1.96 1.49 -0.38
95 H -5.21 2.20 0.17
96 H -4.54 0.92 -0.86
97 H -4.27 2.63 -1.27
98 H -3.17 1.23 1.22
99 H -2.91 2.92 0.78
100 H -1.86 2.09 -1.13

2.
DFT (ωB97M-V/def2-TZVPD) results for a structure of composition C2H26HfO18 at a distorted geometry.

Computed properties:
HOMO = -15.83 eV
LUMO = -8.6 eV
total charge = +2
energy above the lowest of the compared OMol25 structures with the same formula, charge and spin = 0.877 eV
2S+1 = 1

Positions of all 47 atoms, in Å:
1 Hf -11.07 0.54 -4.42
2 C -11.08 -1.94 -4.42
3 O -11.64 -1.17 -5.25
4 O -11.29 -3.27 -4.31
5 O -10.38 -1.25 -3.70
6 H -11.83 -3.59 -5.05
7 C -12.89 -0.46 -1.97
8 O -13.03 -0.11 -0.82
9 O -13.28 -1.65 -2.44
10 O -12.22 0.16 -2.80
11 H -13.87 -2.24 -1.95
12 O -11.60 -4.47 -6.89
13 H -11.44 -4.43 -7.80
14 H -11.84 -5.35 -6.64
15 O -13.75 -4.46 -4.34
16 H -12.99 -4.39 -3.73
17 H -14.42 -3.95 -3.91
18 O -10.11 -3.34 -1.44
19 H -9.92 -3.18 -2.35
20 H -9.28 -3.43 -1.06
21 O -11.90 -5.43 -2.49
22 H -11.78 -4.73 -1.85
23 H -11.17 -5.50 -3.11
24 O -8.19 -3.47 -3.61
25 H -8.45 -3.78 -4.47
26 H -7.47 -2.93 -3.71
27 O -9.17 0.19 -5.76
28 H -9.27 0.68 -6.55
29 H -8.29 -0.25 -5.74
30 O -8.77 -4.85 -6.00
31 H -9.63 -4.63 -6.35
32 H -8.89 -5.81 -6.12
33 O -12.98 0.95 -5.19
34 H -13.12 1.36 -6.09
35 H -13.76 1.37 -4.70
36 O -12.52 -2.15 -8.19
37 H -11.60 -1.97 -8.07
38 H -12.71 -2.94 -7.70
39 O -14.71 -3.53 -6.75
40 H -15.63 -3.45 -6.49
41 H -14.32 -3.84 -5.98
42 O -11.59 0.71 -7.44
43 H -11.94 1.56 -7.59
44 H -11.71 0.30 -8.29
45 O -9.49 0.96 -2.98
46 H -8.99 0.29 -2.41
47 H -9.23 1.71 -2.44

3.
DFT (ωB97M-V/def2-TZVPD) results for a structure of composition C7H12N3S2 at a distorted geometry.

Computed properties:
HOMO (alpha / beta) = -10.47 / -11.49 eV
LUMO (alpha / beta) = -2.8 / -6.2 eV
total charge = +1
2S+1 = 3

Positions of all 24 atoms, in Å:
1 C -1.30 -0.62 1.50
2 C 0.08 -0.71 1.81
3 C 0.99 -0.03 0.90
4 C -1.76 0.13 0.39
5 C 0.44 0.54 -0.16
6 C -3.50 1.13 -1.42
7 C 2.85 -0.44 -2.46
8 N -0.85 0.66 -0.42
9 N 0.52 -1.39 2.95
10 N 2.36 0.02 1.05
11 S -3.48 0.20 0.22
12 S 1.95 1.06 -1.80
13 H -2.02 -1.26 1.89
14 H -3.31 2.28 -1.23
15 H -4.61 1.05 -1.62
16 H -2.78 0.65 -2.00
17 H 3.60 -0.60 -1.70
18 H 3.13 0.06 -3.42
19 H 2.09 -1.34 -2.54
20 H -1.13 1.29 -1.23
21 H -0.12 -2.06 3.45
22 H 1.39 -1.33 3.31
23 H 2.68 0.04 2.06
24 H 2.78 0.67 0.46